One molecule with the formula C13H11FO in a non-equilibrium geometry. Source: OMol25; level of theory: wB97M-V/def2-TZVPD.

As for the LUMO energy (alpha / beta): -1.1 / -1.1 eV. As for the structure (SMILES): O=C/C=C/C=C\C=C(\F)c1ccccc1. As for the total energy: -18420.7254 eV. As for the net charge: 0. The HOMO-LUMO gap (alpha / beta) is 7.11 / 7.11 eV.

Geometry (Å):
O -1.8715 2.7206 -0.8306
C -0.9321 2.1319 -1.3583
C 0.3089 1.7021 -0.7526
C 0.5561 2.0833 0.5457
C 1.7802 1.5616 1.1377
C 2.7033 0.5678 0.8427
C 2.4430 -0.4394 -0.1410
C 1.3238 -1.0753 -0.6143
F 1.4439 -1.7184 -1.8328
C -0.0484 -1.1524 -0.2143
C -0.3758 -0.8158 1.0626
C -1.6995 -1.1336 1.5875
C -2.6383 -1.5440 0.6727
C -2.3051 -1.8095 -0.6286
C -1.0133 -1.6299 -1.1170
H -1.1220 1.8249 -2.4611
H 1.0040 1.1416 -1.3422
H 0.0874 2.8917 1.1159
H 2.1860 2.1942 1.9658
H 3.7516 0.5848 1.2563
H 3.3480 -0.6239 -0.6907
H 0.4510 -0.4655 1.6877
H -1.8693 -1.1221 2.5958
H -3.5921 -1.8181 0.9653
H -2.9646 -2.1139 -1.3315
H -0.9555 -1.9427 -2.1206

Löwdin atomic charge list, values in e, 8 entries: 0.01 -0.28 -0.06 -0.04 -0.12 -0.09 -0.05 -0.22